1.
85
Properties=species:S:1:pos:R:3 method="wB97M-V/def2-TZVPD" spin_multiplicity=1 lumo_energy_ev="-2.7 / -2.7"
Au -0.341 1.433 -0.498
O 4.294 0.979 -1.108
C 4.536 2.283 -1.265
C 5.851 2.679 -1.526
C 6.170 4.011 -1.662
C 5.179 4.983 -1.562
C 3.872 4.611 -1.346
C 3.524 3.265 -1.192
C 2.136 2.871 -0.953
O 1.880 1.684 -0.554
N 1.206 3.795 -1.134
N -0.053 3.394 -1.060
C -0.990 4.310 -1.002
C -2.379 4.099 -0.908
C -3.204 5.234 -0.743
C -4.553 5.135 -0.542
C -5.160 3.866 -0.495
C -4.414 2.740 -0.666
C -3.007 2.791 -0.924
O -2.397 1.714 -1.181
H 3.346 0.869 -0.861
H 6.598 1.907 -1.602
H 7.192 4.300 -1.853
H 5.435 6.025 -1.660
H 3.090 5.349 -1.280
H -0.650 5.346 -0.984
H -2.738 6.208 -0.769
H -5.150 6.023 -0.397
H -6.225 3.795 -0.330
H -4.855 1.755 -0.639
I -1.061 -1.060 4.859
C -0.615 0.759 3.909
C -0.024 1.801 4.604
C 0.271 2.966 3.912
C -0.024 3.027 2.560
N -0.594 2.021 1.914
C -0.896 0.909 2.562
H 0.208 1.705 5.654
H 0.728 3.804 4.415
H 0.207 3.907 1.974
H -1.323 0.115 1.964
C 3.250 -3.218 0.715
C 1.919 -2.661 1.232
C 1.396 -3.550 2.366
C 2.101 -1.226 1.729
O 1.017 -2.695 0.150
Si -0.483 -2.061 -0.038
O -0.546 -0.484 0.126
O -1.472 -2.666 1.117
C -2.624 -3.476 1.031
C -2.237 -4.871 0.527
C -3.208 -3.581 2.445
C -3.644 -2.847 0.080
O -1.000 -2.616 -1.479
C -0.394 -2.550 -2.750
C -1.532 -2.511 -3.775
C 0.468 -3.805 -2.930
C 0.477 -1.300 -2.880
H 3.966 -3.290 1.530
H 3.653 -2.573 -0.060
H 3.091 -4.207 0.292
H 2.029 -3.464 3.246
H 1.381 -4.588 2.038
H 0.383 -3.248 2.613
H 2.871 -1.178 2.496
H 1.159 -0.863 2.127
H 2.375 -0.582 0.897
H -1.493 -5.306 1.191
H -1.812 -4.782 -0.467
H -3.111 -5.517 0.495
H -2.465 -3.990 3.126
H -4.082 -4.228 2.445
H -3.498 -2.597 2.804
H -3.182 -2.721 -0.893
H -3.935 -1.868 0.451
H -4.521 -3.483 -0.006
H -2.182 -3.373 -3.638
H -1.139 -2.519 -4.788
H -2.123 -1.611 -3.625
H -0.156 -4.695 -2.897
H 1.180 -3.852 -2.111
H 1.000 -3.773 -3.878
H -0.105 -0.428 -2.584
H 0.832 -1.173 -3.900
H 1.326 -1.382 -2.207

2.
116
Properties=species:S:1:pos:R:3 method="wB97M-V/def2-TZVPD" charge=-1 spin_multiplicity=1 lumo_energy_ev=1.4
C 2.053 -1.535 2.898
C 1.274 -0.864 1.720
N -0.177 -0.710 1.944
C -0.507 -0.084 3.239
C -1.240 -1.182 4.094
C -0.671 0.030 0.820
S -1.193 -0.844 -0.508
S -0.780 1.846 0.738
C 0.683 2.472 -0.182
C 2.003 2.647 0.650
C 2.208 4.153 1.119
Nb 0.944 4.528 3.002
P 2.933 4.386 4.608
C 4.370 5.396 3.871
C 3.496 2.577 4.809
C 4.468 2.079 3.687
H 1.422 -1.889 3.729
H 2.702 -2.357 2.551
H 2.726 -0.759 3.327
H 1.810 0.070 1.453
H 1.381 -1.536 0.841
H -1.248 0.738 3.152
H 0.358 0.355 3.770
H -1.639 -0.766 5.043
H -0.592 -2.031 4.353
H -2.111 -1.596 3.548
H 0.805 1.844 -1.089
H 0.393 3.480 -0.547
H 1.907 2.043 1.571
H 2.853 2.266 0.046
H 1.916 4.820 0.277
H 3.298 4.232 1.341
H 0.561 2.754 3.257
H -0.192 4.851 4.421
H 1.204 6.310 2.727
H -0.479 4.592 1.871
H 4.185 5.687 2.822
H 5.332 4.874 4.032
H 4.409 6.322 4.480
H 3.968 2.493 5.813
H 2.615 1.904 4.815
H 5.084 1.242 4.083
H 3.859 1.704 2.845
H 5.165 2.852 3.319
Br -1.559 3.051 -2.929
C -2.908 1.940 -2.067
C -4.298 2.340 -2.483
Br -4.873 3.969 -1.582
H -2.739 2.016 -0.996
H -2.689 0.923 -2.391
H -5.019 1.579 -2.184
H -4.390 2.521 -3.551
Br 0.850 6.816 -4.880
C -0.996 6.890 -4.260
C -1.114 7.652 -2.965
Br -0.511 6.585 -1.454
H -1.345 5.864 -4.181
H -1.543 7.397 -5.055
H -2.157 7.883 -2.754
H -0.534 8.571 -2.956
Br 0.542 -4.773 4.064
C -0.863 -5.847 4.873
C -2.238 -5.375 4.473
Br -2.781 -3.766 5.436
H -0.700 -5.822 5.948
H -0.689 -6.858 4.506
H -2.983 -6.123 4.741
H -2.322 -5.149 3.413
Br -2.280 -5.295 -2.838
C -1.973 -4.277 -4.470
C -1.435 -2.902 -4.171
Br -2.842 -1.713 -3.537
H -2.915 -4.256 -5.012
H -1.246 -4.857 -5.034
H -1.055 -2.433 -5.075
H -0.655 -2.902 -3.413
Br 1.467 -3.872 -5.587
C 1.750 -2.844 -7.218
C 2.277 -1.468 -6.911
Br 0.867 -0.297 -6.249
H 0.803 -2.829 -7.751
H 2.477 -3.414 -7.793
H 2.644 -0.989 -7.817
H 3.064 -1.468 -6.161
Br 1.153 -0.583 -10.402
C -0.442 0.335 -9.759
C -0.950 1.326 -10.773
Br 0.137 2.942 -10.796
H -0.182 0.790 -8.808
H -1.177 -0.452 -9.592
H -1.953 1.661 -10.511
H -0.956 0.935 -11.787
Br -6.327 1.388 1.556
C -8.210 1.818 1.319
C -8.388 3.207 0.761
Br -8.112 4.565 2.129
H -8.691 1.680 2.283
H -8.587 1.074 0.619
H -9.412 3.353 0.418
H -7.701 3.430 -0.051
Br 6.922 -0.201 3.001
C 7.524 -1.006 4.669
C 7.067 -2.436 4.792
Br 5.183 -2.542 5.270
H 7.162 -0.371 5.474
H 8.612 -0.955 4.632
H 7.595 -2.937 5.602
H 7.194 -3.003 3.875
Br -3.594 -10.788 2.682
C -1.693 -10.696 2.264
C -1.071 -9.437 2.807
Br -1.523 -7.889 1.714
H -1.602 -10.784 1.185
H -1.255 -11.574 2.736
H 0.016 -9.501 2.773
H -1.385 -9.210 3.823

3.
16
Properties=species:S:1:pos:R:3 method="wB97M-V/def2-TZVPD" spin_multiplicity=1 lumo_energy_ev=0.9 smiles=C1[C@@H]2O[C@H]2C[C@@H]2O[C@@H]12
C -0.133 1.748 -0.116
C 0.913 0.775 0.416
O 2.267 0.091 0.168
C 0.973 -0.393 -0.386
C 0.320 -1.520 -0.113
C -1.059 -0.639 0.509
O -2.409 -0.128 0.054
C -1.212 0.544 -0.317
H -0.292 2.549 0.636
H -0.099 2.080 -1.021
H 0.878 0.549 1.569
H 1.250 -0.539 -1.534
H -0.029 -2.332 -0.884
H 0.679 -2.270 0.651
H -1.199 -0.722 1.641
H -0.848 0.206 -1.273